Density functional theory data (the ωB97M-V functional and the def2-TZVPD basis) for a 2-piece molecular cluster, C3H9N3 overall in a non-equilibrium geometry.

Output
Energy above the lowest of the compared OMol25 structures with the same formula, charge and spin (eV): 4.542
Electronic energy (Eh): -283.8162
HOMO level (alpha / beta) (eV): -7.851 / -7.854
Kohn-Sham gap (alpha / beta) (Eh): 0.317 / 0.317

Last column: Löwdin charge in e.
Geometry (Å):
C  1.856  0.584  -1.946  -0.09
C  -1.522  0.546  0.244  -0.20
C  -0.645  -1.132  1.830  -0.17
N  0.988  0.504  -0.811  -0.14
N  1.125  -0.206  0.120  0.16
N  -0.507  0.118  1.087  -0.21
H  1.333  1.055  -2.792  0.08
H  2.248  -0.382  -2.068  0.05
H  2.737  1.234  -1.714  0.10
H  -1.339  0.390  -0.838  0.07
H  -2.489  0.019  0.477  0.10
H  -1.694  1.549  0.341  0.03
H  -1.764  -1.171  2.126  0.10
H  -0.437  -2.025  1.269  0.04
H  0.110  -1.084  2.674  0.08



Density functional theory data (the ωB97M-V functional and the def2-TZVPD basis) for an isolated ion of composition C6H14N4 and charge +2 in a non-equilibrium geometry.

Output
Net charge: +2
Energy above the lowest of the compared OMol25 structures with the same formula, charge and spin (eV): 5.089
Electronic energy (Eh): -455.2818
HOMO level (eV): -17.284
Kohn-Sham gap (Eh): 0.366

Last column: Löwdin charge in e.
Geometry (Å):
C  1.342  0.698  -0.224  -0.03
C  -0.054  1.269  -0.152  -0.15
C  -0.712  0.882  1.142  -0.27
C  1.648  -1.746  -0.526  -0.07
C  -2.227  0.815  1.110  -0.03
C  0.016  0.869  2.295  0.14
N  1.027  -0.610  -0.771  -0.07
N  1.450  -2.943  -1.003  0.23
N  -0.849  0.500  -1.221  0.12
N  -0.061  -0.594  -1.682  0.08
H  1.981  1.214  -0.825  0.11
H  1.765  0.684  0.883  0.18
H  -0.109  2.245  -0.295  0.13
H  -2.650  1.624  0.522  0.11
H  -2.537  0.897  2.121  0.10
H  -2.789  -0.066  0.772  0.11
H  0.949  1.362  2.372  0.08
H  2.517  -1.732  0.261  0.22
H  -0.563  0.713  3.145  0.08
H  1.927  -3.798  -0.695  0.17
H  0.763  -3.078  -1.738  0.14
H  -1.142  1.086  -1.956  0.18
H  -1.846  0.225  -0.759  0.21
H  0.153  -0.516  -2.776  0.24



Density functional theory data (the ωB97M-V functional and the def2-TZVPD basis) for one molecule with the formula CH2O2S3 in a non-equilibrium geometry.

Output
Energy above the lowest of the compared OMol25 structures with the same formula, charge and spin (eV): 1.599
Electronic energy (Eh): -1384.2591
HOMO level (eV): -8.866
Kohn-Sham gap (Eh): 0.318

Last column: Löwdin charge in e.
Geometry (Å):
C  -0.165  -0.050  -0.131  -1.31
O  2.662  0.294  0.315  -0.57
O  -2.749  -0.377  -0.123  -0.44
S  -0.090  1.524  -0.337  0.67
S  1.835  -1.077  0.024  0.70
S  -1.347  -1.209  0.104  0.87
H  2.858  0.761  -0.507  0.03
H  -3.004  0.134  0.655  0.05



Density functional theory data (the ωB97M-V functional and the def2-TZVPD basis) for one molecule with the formula C24H24ClN3O4.

Output
Electronic energy (Eh): -1854.3934
HOMO level (eV): -7.730
Kohn-Sham gap (Eh): 0.308

Last column: Löwdin charge in e.
Geometry (Å):
C  -7.095  -2.234  -0.647  -0.07
C  -6.746  -3.174  0.504  -0.25
O  -6.090  -2.515  1.568  -0.06
C  -4.774  -2.180  1.451  -0.27
C  -3.937  -2.515  0.393  -0.02
C  -2.606  -2.135  0.399  0.00
C  -2.085  -1.410  1.463  -0.22
C  -2.924  -1.071  2.525  -0.01
C  -4.246  -1.450  2.519  0.00
H  -4.900  -1.195  3.337  0.12
H  -2.526  -0.507  3.357  0.12
N  -0.749  -0.995  1.536  0.14
C  0.235  -1.167  0.627  -0.40
O  0.145  -1.756  -0.424  0.09
C  1.560  -0.505  1.115  -0.10
N  1.426  0.954  1.111  0.05
C  0.919  1.552  2.201  -0.51
O  0.513  0.927  3.172  0.04
C  0.860  3.069  2.177  -0.45
H  0.481  3.447  1.228  0.08
H  0.249  3.411  3.012  0.08
Cl  2.493  3.741  2.406  0.63
C  1.760  1.673  -0.074  -0.28
C  3.048  2.145  -0.269  -0.06
C  3.370  2.846  -1.417  -0.01
C  2.398  3.078  -2.385  -0.27
C  1.104  2.593  -2.185  0.02
C  0.787  1.896  -1.041  0.00
H  -0.211  1.510  -0.895  0.13
H  0.365  2.772  -2.950  0.12
O  2.602  3.754  -3.545  -0.08
C  3.888  4.261  -3.815  -0.09
H  4.631  3.460  -3.874  0.10
H  3.812  4.753  -4.784  0.09
H  4.199  4.992  -3.062  0.10
H  4.380  3.201  -1.543  0.11
H  3.806  1.958  0.476  0.11
C  2.706  -0.991  0.271  -0.23
N  2.706  -0.639  -1.005  0.13
C  3.666  -1.090  -1.788  -0.11
C  4.684  -1.921  -1.345  -0.06
C  4.686  -2.292  -0.010  -0.06
C  3.679  -1.823  0.817  0.00
H  3.648  -2.096  1.861  0.11
H  5.457  -2.939  0.382  0.11
H  5.448  -2.269  -2.022  0.10
H  3.610  -0.767  -2.819  0.11
H  1.716  -0.800  2.161  0.16
H  -0.513  -0.476  2.381  0.11
H  -1.968  -2.403  -0.426  0.10
H  -4.299  -3.081  -0.450  0.11
H  -6.150  -4.023  0.148  0.12
H  -7.663  -3.564  0.954  0.12
H  -6.196  -1.811  -1.089  0.07
H  -7.714  -1.419  -0.281  0.08
H  -7.643  -2.779  -1.411  0.08



Density functional theory data (the ωB97M-V functional and the def2-TZVPD basis) for an isolated ion of composition C3H7N2O2S and charge +1 in a non-equilibrium geometry.

Output
Net charge: +1
Energy above the lowest of the compared OMol25 structures with the same formula, charge and spin (eV): 4.383
Electronic energy (Eh): -776.2456
HOMO level (eV): -13.831
Kohn-Sham gap (Eh): 0.319

Last column: Löwdin charge in e.
Geometry (Å):
C  -0.760  -0.090  -0.431  0.00
C  -0.764  0.552  0.875  -0.45
C  1.643  -0.481  -1.188  0.06
N  -1.902  1.496  1.159  -0.45
N  0.271  -1.045  -0.757  0.01
O  -2.613  1.642  0.228  0.13
O  -1.939  1.989  2.233  0.08
S  0.096  0.418  2.360  0.99
H  -1.553  -0.034  -1.093  0.11
H  1.417  0.083  -2.104  0.12
H  2.023  0.252  -0.523  0.09
H  2.236  -1.318  -1.301  0.08
H  0.469  -1.598  0.054  0.15
H  0.133  -1.827  -1.384  0.19
H  1.244  -0.038  1.872  -0.12